Record 1
C17H55N11O10 | ωB97M-V/def2-TZVPD

Properties
calculated total energy	-55390.60074	eV
relative energy (zero: lowest compared OMol25 entry of this formula, charge and spin)	0.00	kJ/mol
frontier orbital gap	9.6	eV
molar mass	573.69	g mol⁻¹

The geometry in ORCA input format:
```
! RIJCOSX wB97M-V def2-TZVPD def2/J DEFGRID3
* xyz 0 1
C 3.933 -1.553 -2.985
O 3.238 -2.582 -3.639
C 1.818 -2.374 -3.531
C 1.019 -3.670 -3.518
C 1.020 -4.368 -4.832
N -0.311 -3.414 -2.938
H 3.663 -1.452 -1.904
H 3.797 -0.643 -3.524
H 5.022 -1.884 -3.048
H 1.588 -1.917 -2.580
H 1.484 -1.641 -4.286
H 1.492 -4.294 -2.731
H 0.367 -5.245 -4.764
H 2.033 -4.726 -5.095
H 0.679 -3.651 -5.555
H -0.926 -4.315 -2.843
H -0.943 -2.693 -3.350
N 1.498 7.342 -0.799
C 0.591 6.536 -0.255
N 1.089 5.523 0.585
O -0.578 6.581 -0.547
H 1.229 7.811 -1.611
H 2.468 7.383 -0.626
H 0.506 4.884 1.069
H 1.998 5.600 1.010
N -1.765 -3.039 -0.235
C -1.729 -4.108 0.686
N -2.659 -4.038 1.710
O -0.990 -5.086 0.559
H -1.131 -3.124 -1.021
H -2.250 -2.188 -0.033
H -2.892 -4.819 2.335
H -3.036 -3.218 2.031
N 2.186 -4.763 -0.232
C 2.940 -3.778 0.252
N 2.368 -2.524 0.315
O 4.114 -3.980 0.582
H 1.148 -4.811 -0.123
H 2.634 -5.635 -0.068
H 1.638 -2.125 -0.173
H 3.107 -1.831 0.253
N -4.293 1.052 -1.205
C -3.366 0.518 -0.349
N -3.545 0.723 1.001
O -2.380 -0.074 -0.733
H -4.073 0.821 -2.117
H -5.227 1.285 -0.974
H -3.103 -0.045 1.526
H -4.459 0.967 1.337
N -0.545 -1.591 2.708
C -1.744 -1.483 3.315
N -1.831 -1.820 4.667
O -2.766 -0.904 2.872
H -0.496 -1.319 1.716
H 0.160 -2.224 3.093
H -1.189 -2.405 5.197
H -2.711 -1.808 5.094
C 2.034 0.862 0.199
C 0.537 0.778 0.376
O 0.107 -0.597 0.076
H 2.394 0.506 -0.790
H 2.487 0.198 0.956
H 2.375 1.882 0.272
H 0.054 1.389 -0.366
H 0.157 1.126 1.297
H -0.778 -0.436 -0.338
C 3.100 -2.313 3.748
C 4.541 -1.950 3.477
O 5.338 -2.989 2.952
H 3.097 -2.761 4.734
H 2.758 -3.018 2.979
H 2.418 -1.519 3.862
H 5.007 -1.550 4.394
H 4.465 -1.156 2.700
H 4.924 -3.273 2.118
C -2.611 5.131 1.992
C -3.884 4.402 1.706
O -4.044 3.244 2.540
H -2.516 5.549 3.001
H -2.472 5.935 1.222
H -1.751 4.365 1.845
H -3.935 4.035 0.684
H -4.779 4.945 1.889
H -3.297 2.646 2.442
C -2.564 4.812 -2.625
C -1.153 4.193 -2.619
O -0.667 3.849 -1.333
H -3.313 4.040 -2.312
H -2.892 5.146 -3.625
H -2.675 5.635 -1.932
H -0.474 4.960 -3.003
H -1.123 3.360 -3.275
H -0.753 4.708 -0.929
*
```

Record 2
C20H22N2O3 | ωB97M-V/def2-TZVPD

Properties
calculated total energy	-30220.17587	eV
relative energy (zero: lowest compared OMol25 entry of this formula, charge and spin)	148.71	kJ/mol
frontier orbital gap	8.9	eV
molar mass	338.41	g mol⁻¹

The geometry in ORCA input format:
```
! RIJCOSX wB97M-V def2-TZVPD def2/J DEFGRID3
* xyz 0 1
C 2.974 2.583 2.457
C 1.508 2.989 2.630
C 1.357 3.705 3.977
C 1.055 3.945 1.520
C 0.592 1.755 2.641
O -0.209 1.596 3.542
C 0.694 0.764 1.569
C 1.292 0.812 0.330
N 1.123 -0.357 -0.338
C 1.555 -0.610 -1.680
C 0.490 -0.339 -2.761
O 0.810 -0.041 -3.890
N -0.782 -0.457 -2.340
C -1.904 -0.376 -3.260
C -2.415 -1.738 -3.599
C -2.084 -2.601 -4.601
C -2.852 -3.771 -4.384
C -3.585 -3.533 -3.264
O -3.326 -2.308 -2.778
C 0.391 -1.214 0.451
C -0.040 -2.514 0.208
C -0.769 -3.137 1.198
C -1.061 -2.488 2.400
C -0.635 -1.201 2.646
C 0.098 -0.545 1.659
H 3.259 1.870 3.228
H 3.165 2.130 1.489
H 3.608 3.462 2.554
H 1.962 4.608 3.993
H 0.318 3.973 4.148
H 1.674 3.055 4.789
H 1.144 3.501 0.534
H 1.663 4.848 1.546
H 0.016 4.227 1.673
H 1.822 1.608 -0.157
H 2.423 0.010 -1.916
H 1.856 -1.659 -1.778
H -0.979 -0.797 -1.410
H -1.539 0.117 -4.163
H -2.697 0.217 -2.798
H -1.386 -2.419 -5.392
H -2.854 -4.660 -4.981
H -4.300 -4.130 -2.734
H 0.186 -3.023 -0.719
H -1.122 -4.146 1.042
H -1.634 -3.013 3.150
H -0.861 -0.697 3.571
*
```

Record 3
C4H5Li2O2Rh | ωB97M-V/def2-TZVPD

Properties
calculated total energy	-11728.35694	eV
frontier orbital gap (spin up / spin down)	4.8 / 3.7	eV
molar mass	201.87	g mol⁻¹

The geometry in ORCA input format:
```
! RIJCOSX wB97M-V def2-TZVPD def2/J DEFGRID3
* xyz 1 6
O 1.823 -1.371 2.255
C 0.513 -1.414 1.807
C -0.623 -1.840 2.707
Rh 2.757 -0.024 1.234
Li 2.335 -2.666 3.346
H 0.355 -1.825 0.788
H 0.120 -0.399 1.638
H -0.676 -2.940 2.679
H -0.434 -1.490 3.733
C -2.216 -1.321 1.861
C -2.333 -0.556 0.785
O -1.621 0.092 -0.037
Li 0.104 0.464 -0.484
H -3.027 -1.889 2.310
*
```

Record 4
C24H28FN3O5 | ωB97M-V/def2-TZVPD

Properties
calculated total energy	-42747.14253	eV
relative energy (zero: lowest compared OMol25 entry of this formula, charge and spin)	2219.40	kJ/mol
frontier orbital gap	7.1	eV
molar mass	457.50	g mol⁻¹

The geometry in ORCA input format:
```
! RIJCOSX wB97M-V def2-TZVPD def2/J DEFGRID3
* xyz 0 1
C 2.180 6.004 -0.715
C 2.479 4.376 -0.504
C 4.066 3.913 -0.658
C 4.378 2.302 -0.498
C 3.132 1.226 -0.201
C 1.550 1.686 -0.041
C 0.437 0.510 0.215
C 0.246 0.110 1.823
O 0.516 0.987 2.802
F -0.221 -1.263 2.249
C 1.240 3.299 -0.198
C -0.341 3.772 -0.069
N -1.049 3.172 -1.291
C 3.607 -0.376 -0.118
O 3.104 -1.244 0.785
C 4.777 -0.794 -1.238
C 4.686 -2.216 -2.052
C 5.839 -2.543 -3.174
C 7.075 -1.503 -3.455
C 7.193 -0.051 -2.643
C 6.021 0.281 -1.544
C 5.929 1.697 -0.658
O 6.979 2.288 -0.082
H 1.387 6.420 0.047
H 3.204 6.602 -0.706
H 1.776 6.096 -1.834
H 4.886 4.739 -0.902
H -0.635 0.789 -0.230
H 0.719 -0.521 -0.318
H -0.884 3.309 0.883
H -0.345 4.953 -0.067
H -0.347 2.646 -1.871
H -1.467 3.973 -1.814
H 3.831 -3.011 -1.913
H 5.744 -3.551 -3.777
H 7.883 -1.750 -4.264
H 8.074 0.695 -2.850
C -4.641 -1.847 -1.220
N -3.330 -1.270 -1.397
C -2.154 -1.665 -0.825
C -2.185 -2.842 0.110
O -1.115 -1.062 -1.082
H -5.004 -2.169 -2.199
H -5.302 -1.072 -0.827
H -4.634 -2.699 -0.537
H -3.230 -0.472 -2.013
H -1.177 -3.038 0.485
H -2.835 -2.626 0.961
H -2.535 -3.732 -0.421
C -6.582 -3.344 4.493
N -5.743 -3.727 3.384
C -5.150 -2.916 2.459
C -5.373 -1.434 2.575
O -4.459 -3.405 1.569
H -6.111 -3.698 5.413
H -7.550 -3.833 4.371
H -6.727 -2.263 4.553
H -5.547 -4.711 3.241
H -4.839 -0.919 1.771
H -6.439 -1.208 2.482
H -4.988 -1.072 3.532
*
```

Record 5
C8H11NO2 | ωB97M-V/def2-TZVPD

Properties
calculated total energy	-14056.67591	eV
relative energy (zero: lowest compared OMol25 entry of this formula, charge and spin)	328.83	kJ/mol
frontier orbital gap	8.4	eV
molar mass	153.18	g mol⁻¹

The geometry in ORCA input format:
```
! RIJCOSX wB97M-V def2-TZVPD def2/J DEFGRID3
* xyz 0 1
C 0.083 -0.428 2.297
N -0.051 0.287 1.080
C -0.425 -0.377 0.044
C -0.238 -1.855 -0.081
C -0.365 -2.375 -1.321
C -0.428 -1.558 -2.487
C -0.311 -0.239 -2.443
C -0.558 0.498 -1.180
H -0.936 -0.600 2.719
H 0.622 -1.328 2.262
H 0.462 0.301 3.107
H 0.011 -2.407 0.718
H -0.559 -3.378 -1.481
H -0.216 -2.039 -3.465
H -0.106 0.273 -3.313
H -1.647 0.784 -1.163
H 0.143 1.381 -1.080
O 1.548 2.426 -0.093
C 1.338 2.510 1.131
O 0.160 2.916 1.676
H 1.965 2.204 2.016
H -0.492 3.005 1.059
*
```

Record 6
C79H93CaGeN2O6Si | ωB97M-V/def2-TZVPD

Properties
calculated total energy	-181538.29001	eV
relative energy (zero: lowest compared OMol25 entry of this formula, charge and spin)	0.00	kJ/mol
frontier orbital gap (spin up / spin down)	6.1 / 6.4	eV
molar mass	1307.39	g mol⁻¹

The geometry in ORCA input format:
```
! RIJCOSX wB97M-V def2-TZVPD def2/J DEFGRID3
* xyz -2 2
Ca 0.877 0.518 -0.388
C 2.847 4.775 -0.482
N 2.118 3.745 0.214
C 3.013 2.925 1.012
C 1.028 4.263 1.005
C -0.043 3.228 1.343
N -0.524 2.334 0.256
C -1.027 3.110 -0.892
C -0.980 2.472 -2.277
C -2.099 2.624 -3.077
C -2.102 2.277 -4.419
C -0.895 1.813 -4.938
C 0.278 1.653 -4.197
C 0.236 1.923 -2.791
O 1.247 1.716 -1.986
C 1.525 1.189 -4.989
C 1.745 2.132 -6.185
C 2.839 1.182 -4.196
C 1.289 -0.243 -5.503
C -3.334 2.421 -5.315
C -4.508 3.069 -4.576
C -3.792 1.039 -5.807
C -3.002 3.300 -6.533
C -1.590 1.498 0.895
C -2.552 0.762 -0.028
C -3.913 0.980 0.124
C -4.869 0.223 -0.552
C -4.392 -0.781 -1.395
C -3.037 -1.033 -1.597
C -2.080 -0.231 -0.926
O -0.801 -0.414 -1.076
C -2.558 -2.167 -2.520
C -3.721 -2.949 -3.127
C -1.722 -1.572 -3.669
C -1.682 -3.164 -1.736
C -6.356 0.498 -0.337
C -6.697 0.421 1.161
C -7.245 -0.508 -1.070
C -6.697 1.905 -0.852
H 3.357 5.478 0.204
H 3.602 4.313 -1.124
H 2.168 5.349 -1.117
H 3.550 3.525 1.768
H 2.461 2.138 1.542
H 3.742 2.440 0.363
H 1.393 4.670 1.966
H 0.576 5.099 0.469
H 0.322 2.579 2.142
H -0.897 3.787 1.744
H -2.057 3.433 -0.695
H -0.410 4.006 -0.962
H -2.996 3.028 -2.613
H -0.863 1.551 -5.992
H 1.882 3.160 -5.834
H 2.642 1.829 -6.737
H 0.903 2.123 -6.882
H 3.052 2.167 -3.772
H 2.805 0.473 -3.377
H 3.655 0.899 -4.873
H 0.407 -0.295 -6.152
H 2.161 -0.596 -6.069
H 1.132 -0.917 -4.656
H -4.802 2.476 -3.704
H -4.252 4.079 -4.238
H -5.370 3.142 -5.248
H -4.096 0.419 -4.956
H -4.645 1.132 -6.492
H -2.983 0.520 -6.331
H -2.626 4.273 -6.203
H -2.236 2.839 -7.163
H -3.898 3.459 -7.148
H -1.087 0.774 1.555
H -2.201 2.133 1.545
H -4.227 1.760 0.816
H -5.113 -1.403 -1.914
H -4.365 -2.309 -3.743
H -3.320 -3.739 -3.770
H -4.334 -3.423 -2.352
H -2.319 -0.870 -4.261
H -0.869 -1.027 -3.267
H -1.360 -2.370 -4.332
H -2.225 -3.561 -0.871
H -1.400 -4.005 -2.385
H -0.773 -2.679 -1.380
H -6.456 -0.573 1.552
H -6.129 1.153 1.741
H -7.766 0.611 1.323
H -7.042 -1.530 -0.734
H -8.297 -0.283 -0.868
H -7.089 -0.461 -2.153
H -6.108 2.665 -0.330
H -6.470 1.982 -1.921
H -7.761 2.130 -0.705
C 1.731 -4.471 -4.691
O 3.062 -3.972 -4.681
C 3.358 -3.085 -3.699
C 4.686 -2.620 -3.680
C 5.063 -1.747 -2.694
C 4.175 -1.283 -1.702
C 4.646 -0.402 -0.632
C 6.074 0.124 -0.702
O 3.966 -0.047 0.325
C 2.806 -1.711 -1.765
O 1.871 -1.312 -0.979
C 2.452 -2.652 -2.772
H 1.675 -5.170 -5.519
H 1.006 -3.664 -4.844
H 1.495 -4.982 -3.755
H 5.380 -2.964 -4.441
H 6.091 -1.404 -2.684
H 6.799 -0.689 -0.790
H 6.272 0.677 0.213
H 6.186 0.787 -1.565
H 1.423 -2.994 -2.747
O 0.945 0.486 2.933
Si 0.611 0.991 4.391
C -1.163 1.681 4.499
C -1.451 3.047 4.372
C -2.762 3.509 4.267
C -3.820 2.606 4.266
C -3.561 1.244 4.382
C -2.251 0.793 4.504
C 0.785 -0.318 5.767
C 1.253 -1.578 5.379
C 1.603 -2.554 6.310
C 1.474 -2.291 7.668
C 0.976 -1.057 8.081
C 0.639 -0.089 7.142
C 1.742 2.387 5.045
C 2.968 2.632 4.414
C 3.874 3.567 4.908
C 3.574 4.285 6.060
C 2.353 4.072 6.698
C 1.452 3.143 6.189
H -0.632 3.762 4.344
H -2.957 4.572 4.177
H -4.840 2.961 4.170
H -4.382 0.534 4.367
H -2.061 -0.277 4.587
H 1.351 -1.782 4.319
H 1.987 -3.511 5.970
H 1.766 -3.036 8.400
H 0.861 -0.848 9.139
H 0.263 0.865 7.500
H 3.213 2.071 3.513
H 4.817 3.732 4.397
H 4.277 5.006 6.456
H 2.108 4.631 7.594
H 0.495 3.015 6.691
C -2.495 -3.369 3.347
C -2.338 -2.489 2.283
C -1.063 -2.242 1.778
C 0.068 -2.859 2.323
C -0.113 -3.762 3.372
C -1.383 -4.016 3.878
Ge 1.839 -2.323 1.559
C 3.312 -2.328 2.899
C 3.750 -1.099 3.411
C 4.874 -1.026 4.226
C 5.579 -2.184 4.546
C 5.139 -3.413 4.069
C 4.017 -3.482 3.243
C 2.305 -3.975 0.548
C 3.618 -4.181 0.100
C 3.941 -5.231 -0.755
C 2.944 -6.093 -1.201
C 1.634 -5.904 -0.772
C 1.321 -4.857 0.094
H -3.478 -3.553 3.765
H -3.195 -1.983 1.843
H -0.942 -1.566 0.942
H 0.744 -4.267 3.812
H -1.508 -4.716 4.697
H 3.179 -0.206 3.166
H 5.197 -0.067 4.619
H 6.469 -2.129 5.164
H 5.673 -4.320 4.336
H 3.698 -4.446 2.859
H 4.402 -3.505 0.431
H 4.968 -5.367 -1.081
H 3.186 -6.901 -1.884
H 0.851 -6.575 -1.112
H 0.293 -4.721 0.418
*
```

Record 7
C4H5NO | ωB97M-V/def2-TZVPD

Properties
calculated total energy	-7765.39906	eV
relative energy (zero: lowest compared OMol25 entry of this formula, charge and spin)	108.78	kJ/mol
frontier orbital gap	10.6	eV
molar mass	83.09	g mol⁻¹

The geometry in ORCA input format:
```
! RIJCOSX wB97M-V def2-TZVPD def2/J DEFGRID3
* xyz 0 1
N -2.904 0.580 1.188
C -1.863 0.140 0.942
C -0.544 -0.420 0.623
C 0.178 0.394 -0.469
C 1.512 -0.212 -0.869
O 2.280 -0.161 0.056
H 0.044 -0.452 1.552
H -0.670 -1.453 0.290
H -0.390 0.564 -1.368
H 0.436 1.375 -0.032
H 1.920 -0.355 -1.912
*
```

Among the records above, which one has the lowest molar mass? C4H5NO